1.
Computed, not measured: C29H52N10OTi as an isolated structure, with ωB97M-V/def2-TZVPD.

```
! wB97M-V def2-TZVPD RIJCOSX def2/J DEFGRID3
* xyz 2 3
Ti 0.15 0.13 -0.08
C 1.23 -1.46 -5.07
N -0.08 -1.27 -4.45
C -1.11 -0.78 -5.36
C -2.25 -0.43 -4.43
N -1.53 -0.14 -3.20
C -2.31 0.15 -2.03
C -0.31 -0.77 -3.19
N 0.40 -0.84 -2.11
C 1.65 -1.60 -2.11
C 2.31 -1.61 -0.72
N 1.28 -1.72 0.30
C 1.15 -2.79 1.03
N 2.10 -3.64 1.46
C 3.53 -3.41 1.46
C 1.50 -4.81 2.11
C 0.10 -4.30 2.45
N -0.08 -3.14 1.56
C -1.24 -3.16 0.67
H 1.05 -1.80 -6.08
H 1.81 -2.22 -4.57
H 1.79 -0.52 -5.11
H -1.37 -1.56 -6.08
H -0.75 0.10 -5.91
H -2.95 -1.27 -4.29
H -2.82 0.44 -4.77
H -2.84 -0.72 -1.63
H -3.04 0.93 -2.27
H -1.72 0.59 -1.22
H 2.37 -1.18 -2.82
H 1.46 -2.64 -2.40
H 2.89 -0.70 -0.57
H 3.02 -2.44 -0.71
H 3.72 -2.34 1.47
H 4.03 -3.86 0.60
H 3.95 -3.85 2.37
H 2.07 -5.08 2.99
H 1.50 -5.67 1.43
H 0.06 -3.97 3.49
H -0.68 -5.03 2.30
H -2.15 -3.07 1.26
H -1.28 -4.09 0.09
H -1.18 -2.33 -0.03
C -2.80 4.17 0.91
C -1.60 4.42 1.83
C -0.50 3.65 1.13
O -1.15 2.54 0.46
C -2.58 2.71 0.54
H -2.75 4.80 0.03
H -3.76 4.33 1.40
H -1.79 4.02 2.82
H -1.36 5.48 1.94
H 0.24 3.23 1.82
H 0.01 4.27 0.38
H -2.97 2.04 1.30
H -3.01 2.44 -0.43
N 1.37 1.90 -0.94
C 1.41 2.16 -2.36
C 2.52 1.81 -3.10
C 2.52 2.01 -4.47
C 1.41 2.55 -5.10
C 0.30 2.90 -4.35
C 0.29 2.71 -2.97
H 2.31 1.97 -0.56
H 0.84 2.63 -0.48
H 3.40 1.40 -2.61
H 3.40 1.76 -5.05
H 1.42 2.72 -6.17
H -0.56 3.34 -4.83
H -0.58 2.98 -2.38
C -2.85 -0.02 4.27
C -2.77 -0.61 2.88
N -1.64 -0.01 2.19
C -0.44 0.31 2.80
N 0.55 0.65 2.02
C 1.84 0.95 2.63
C 1.70 1.48 4.05
C 0.85 0.50 4.84
N -0.41 0.27 4.14
C -1.52 -0.23 4.96
H -3.64 -0.49 4.85
H -3.07 1.05 4.20
H -3.67 -0.40 2.31
H -2.65 -1.70 2.95
H -1.65 -0.13 1.19
H 2.36 1.69 2.01
H 2.47 0.05 2.62
H 1.23 2.46 4.04
H 2.68 1.59 4.52
H 0.62 0.89 5.83
H 1.38 -0.45 4.98
H -1.49 0.32 5.91
H -1.36 -1.29 5.19
*
```

The calculation puts the highest occupied orbital energy (alpha / beta) at -12.12 / -13.67 eV. As for the energy above the lowest of the compared OMol25 structures with the same formula, charge and spin: 0.578 eV. The calculation puts the LUMO energy (alpha / beta) at -4.1 / -4.2 eV. As for the HOMO-LUMO gap (alpha / beta): 8.01 / 9.48 eV. As for the max |F|: 0.017 hartree/bohr. The expectation value of S² is 2.0030. Its total energy is -2608.11159 Ha.

Charges in e, computed with Löwdin, in the same order as the atoms: 0.8950, -0.0216, -0.0549, -0.1093, -0.1041, -0.0955, -0.0466, -0.3421, 0.0027, -0.1996, -0.2094, -0.0167, -0.3590, -0.0665, -0.0167, -0.0859, -0.0982, -0.0822, -0.0357, 0.1018, 0.0785, 0.0825, 0.1336, 0.1280, 0.1339, 0.1320, 0.1094, 0.1059, 0.0231, 0.1021, 0.1286, 0.1080, 0.1032, 0.0914, 0.0975, 0.0990, 0.1286, 0.1317, 0.1212, 0.1278, 0.0808, 0.1059, 0.0540, -0.1361, -0.1352, -0.1792, -0.2417, -0.1790, 0.1254, 0.1264, 0.1200, 0.1271, 0.1044, 0.1277, 0.1100, 0.1090, 0.0521, -0.2984, -0.0394, -0.0803, -0.0792, -0.0666, -0.0354, 0.1089, 0.0528, 0.1181, 0.1167, 0.1135, 0.1141, 0.1134, -0.1406, -0.1667, 0.0624, -0.3655, -0.0458, -0.2141, -0.1452, -0.1279, -0.0212, -0.1290, 0.1301, 0.1246, 0.1278, 0.1097, 0.0718, 0.1070, 0.1136, 0.1198, 0.1280, 0.1297, 0.1357, 0.1304, 0.1343


2.
Computed, not measured: a 6-piece molecular cluster, C21H55BO11PS overall at a distorted geometry, with ωB97M-V/def2-TZVPD.

```
! wB97M-V def2-TZVPD RIJCOSX def2/J DEFGRID3
* xyz -1 1
C 3.42 -2.05 -2.04
O 2.57 -1.16 -1.35
C 1.70 -0.51 -2.28
C 1.65 1.01 -1.98
C 0.71 1.33 -0.74
C -0.40 2.33 -1.26
C -1.52 1.44 -1.93
C -2.32 2.20 -3.04
C -3.85 2.27 -2.79
C -4.66 0.99 -3.22
B -5.49 0.27 -2.01
S -4.47 -0.14 -0.43
O -6.67 1.15 -1.81
C -7.86 0.49 -2.15
C -7.47 -1.04 -1.86
P -7.79 -1.37 -0.04
O -9.13 -2.04 0.14
O -7.68 0.06 0.83
O -6.66 -2.40 0.65
O -6.16 -1.03 -2.35
H 4.02 -1.52 -2.82
H 4.15 -2.45 -1.31
H 2.83 -2.86 -2.52
H 2.09 -0.62 -3.31
H 0.69 -0.96 -2.28
H 1.24 1.49 -2.90
H 2.63 1.46 -1.78
H 0.22 0.38 -0.43
H 1.27 1.77 0.10
H -0.84 2.82 -0.37
H 0.03 3.03 -2.00
H -1.01 0.57 -2.40
H -2.14 1.07 -1.10
H -1.94 3.25 -3.04
H -2.05 1.76 -4.02
H -4.23 3.11 -3.41
H -4.09 2.55 -1.74
H -5.42 1.31 -3.96
H -3.98 0.30 -3.78
H -3.46 -0.92 -0.94
H -8.72 0.71 -1.48
H -8.08 0.47 -3.23
H -8.05 -1.81 -2.40
H -6.81 0.45 0.72
H -6.12 -1.91 1.28
C 4.22 -0.21 2.92
C 4.24 -1.14 1.73
O 5.58 -1.57 1.45
H 4.85 0.67 2.73
H 3.21 0.13 3.14
H 4.63 -0.70 3.81
H 3.86 -0.64 0.84
H 3.63 -2.03 1.92
H 5.91 -2.02 2.24
C 6.05 -5.64 5.10
C 6.00 -4.70 3.92
O 6.50 -3.41 4.28
H 5.45 -5.24 5.93
H 5.66 -6.63 4.84
H 7.07 -5.76 5.47
H 4.98 -4.57 3.57
H 6.61 -5.09 3.09
H 7.41 -3.52 4.58
C 9.83 -0.62 2.60
C 8.67 -1.25 3.35
O 8.98 -1.35 4.74
H 10.74 -1.21 2.73
H 9.61 -0.54 1.54
H 10.04 0.38 2.99
H 8.47 -2.25 2.98
H 7.76 -0.65 3.24
H 9.14 -0.46 5.07
C -3.06 6.77 -5.56
C -4.18 6.12 -4.77
O -3.81 5.97 -3.40
H -2.15 6.17 -5.50
H -3.34 6.88 -6.61
H -2.82 7.76 -5.16
H -4.40 5.13 -5.16
H -5.10 6.72 -4.83
H -3.63 6.84 -3.05
C -2.21 -1.10 3.84
C -3.42 -2.01 3.72
O -4.39 -1.43 2.86
H -2.50 -0.13 4.23
H -1.46 -1.54 4.51
H -1.75 -0.93 2.86
H -3.88 -2.16 4.69
H -3.13 -2.99 3.32
H -3.98 -1.31 2.00
*
```

The calculation puts the highest occupied orbital energy at -5.11 eV. The calculation puts the LUMO energy at 1.8 eV. As for the HOMO-LUMO gap: 6.93 eV. As for the max |F|: 0.054 hartree/bohr. Its total energy is -2425.30633 Ha.

Charges in e, computed with Löwdin, in the same order as the atoms: -0.1228, -0.2124, -0.2446, -0.1677, -0.1933, -0.1986, -0.2064, -0.1995, -0.2212, -0.1220, -1.1211, 0.7689, -0.0791, -0.1797, -0.3324, 0.5984, -0.3445, -0.1660, -0.1849, -0.1046, 0.0901, 0.0839, 0.0928, 0.1121, 0.1203, 0.1058, 0.1099, 0.1034, 0.0946, 0.1038, 0.0936, 0.0906, 0.0535, 0.0910, 0.1020, 0.0837, 0.1046, 0.0952, 0.0944, -0.1057, 0.1130, 0.1240, 0.1299, 0.0276, 0.0015, -0.0890, -0.3124, -0.0992, 0.0732, 0.0730, 0.0686, 0.0978, 0.1116, 0.0415, -0.0923, -0.3124, -0.0974, 0.0767, 0.0739, 0.0729, 0.1134, 0.1116, 0.0681, -0.0869, -0.3249, -0.0851, 0.0746, 0.0765, 0.0719, 0.1014, 0.1073, 0.0779, -0.0993, -0.3235, -0.0828, 0.0743, 0.0698, 0.0678, 0.1093, 0.1064, 0.0743, -0.0938, -0.3206, -0.1041, 0.0746, 0.0680, 0.0714, 0.1088, 0.1089, 0.0160


3.
Computed, not measured: C52H38N3O2PtS2 as an isolated structure at a distorted geometry, with ωB97M-V/def2-TZVPD.

```
! wB97M-V def2-TZVPD RIJCOSX def2/J DEFGRID3
* xyz 1 3
Pt -1.82 1.61 1.86
C -2.60 -1.84 4.41
C -2.73 -0.87 3.41
N -1.90 0.14 3.28
C -0.86 0.27 4.17
C -0.63 -0.69 5.17
C -1.55 -1.76 5.28
C 0.50 -0.57 6.01
C 1.37 0.47 5.85
C 1.15 1.46 4.88
C 0.03 1.41 4.06
N -0.32 2.30 3.08
C 0.10 3.56 2.78
C 0.95 4.38 3.53
C 1.29 5.65 3.08
C 0.81 6.13 1.88
C -0.06 5.35 1.09
C -0.60 5.79 -0.16
C -1.36 4.95 -0.89
C -1.64 3.64 -0.40
N -1.35 3.31 0.85
C -0.44 4.08 1.55
H -3.33 -2.64 4.47
H -3.53 -0.92 2.69
H -1.40 -2.51 6.05
H 0.66 -1.32 6.77
H 2.25 0.54 6.47
H 1.88 2.24 4.75
H 1.31 4.06 4.49
H 1.93 6.28 3.68
H 1.08 7.11 1.53
H -0.38 6.79 -0.50
H -1.75 5.23 -1.86
H -2.45 3.08 -0.83
C 0.10 -7.89 -1.13
C -0.06 -6.45 -0.77
C 0.78 -5.48 -1.30
C 0.66 -4.14 -0.96
C -0.33 -3.77 -0.06
C -1.17 -4.72 0.51
C -1.04 -6.05 0.14
S -0.50 -2.05 0.38
O 0.83 -1.43 0.14
C -1.66 -1.50 -0.87
C -3.01 -1.68 -0.49
C -4.02 -1.20 -1.27
C -3.72 -0.48 -2.46
C -4.75 0.06 -3.26
C -4.45 0.76 -4.40
C -3.10 0.94 -4.78
C -2.09 0.42 -4.02
C -2.37 -0.30 -2.84
C -1.32 -0.85 -2.03
C 0.08 -0.72 -2.53
C 0.54 -1.64 -3.51
C -0.26 -2.73 -3.95
C 0.22 -3.61 -4.87
C 1.52 -3.46 -5.40
C 2.31 -2.43 -5.00
C 1.84 -1.49 -4.04
C 2.65 -0.41 -3.61
C 2.20 0.47 -2.67
C 0.90 0.30 -2.14
S 0.27 1.36 -0.86
O -0.24 2.58 -1.59
C 1.74 1.92 0.00
C 2.27 3.16 -0.34
C 3.30 3.68 0.42
C 3.81 2.98 1.52
C 4.92 3.57 2.34
C 3.26 1.74 1.83
C 2.22 1.21 1.09
H 0.53 -8.00 -2.13
H -0.85 -8.42 -1.10
H 0.77 -8.39 -0.43
H 1.55 -5.77 -2.01
H 1.32 -3.39 -1.36
H -1.93 -4.42 1.23
H -1.70 -6.79 0.58
H -3.24 -2.20 0.44
H -5.05 -1.34 -0.99
H -5.78 -0.09 -2.96
H -5.24 1.17 -5.01
H -2.88 1.50 -5.68
H -1.06 0.58 -4.32
H -1.25 -2.85 -3.55
H -0.40 -4.44 -5.21
H 1.89 -4.17 -6.14
H 3.31 -2.30 -5.40
H 3.65 -0.30 -4.02
H 2.82 1.28 -2.33
H 1.85 3.72 -1.17
H 3.72 4.65 0.17
H 4.68 4.59 2.65
H 5.85 3.61 1.77
H 5.11 2.97 3.23
H 3.64 1.18 2.68
H 1.79 0.25 1.33
*
```

The calculation puts the highest occupied orbital energy (alpha / beta) at -9.56 / -10.19 eV. As for the energy above the lowest of the compared OMol25 structures with the same formula, charge and spin: 0.000 eV. The calculation puts the LUMO energy (alpha / beta) at -3.0 / -4.7 eV. As for the HOMO-LUMO gap (alpha / beta): 6.61 / 5.47 eV. As for the max |F|: 0.034 hartree/bohr. The expectation value of S² is 2.0625. Its total energy is -3234.59002 Ha.

Charges in e, computed with Löwdin, in the same order as the atoms: 0.9491, -0.0239, -0.1174, -0.0922, -0.1371, -0.1402, 0.0169, -0.0052, -0.0446, 0.0112, -0.1899, -0.0020, -0.1944, 0.0142, -0.0559, -0.0013, -0.1526, 0.0124, -0.0179, -0.1769, -0.1114, -0.1540, 0.1159, 0.1095, 0.1281, 0.1233, 0.1166, 0.0986, 0.1025, 0.1142, 0.1236, 0.1265, 0.1228, 0.1257, -0.0442, -0.2619, -0.0221, -0.0574, -0.3678, -0.0795, -0.0347, 1.0059, -0.5034, -0.3138, -0.0893, -0.0116, -0.1504, -0.0278, -0.0656, -0.0558, -0.0002, -0.0967, -0.1511, -0.1633, -0.1097, -0.0137, -0.0615, -0.0655, -0.0243, -0.1471, -0.0015, -0.0286, -0.2957, 1.0438, -0.4731, -0.3736, -0.0683, -0.0282, -0.2689, -0.0406, -0.0345, -0.0634, 0.0795, 0.0803, 0.0893, 0.1195, 0.1120, 0.1033, 0.1167, 0.0946, 0.1200, 0.1155, 0.1081, 0.1093, 0.1235, 0.1239, 0.1089, 0.1075, 0.1160, 0.1205, 0.1132, 0.1173, 0.1222, 0.0786, 0.0886, 0.0762, 0.1142, 0.0924


Q: Look up the max |F| of the second one.
A: 0.054 hartree/bohr


Q: Look up the max |F| of the second one.
A: 0.054 hartree/bohr